(1)
Below is a cluster of 6 separate species, C25H29FIN3O17PS in total at a distorted geometry, with properties calculated with ωB97M-V/def2-TZVPD.

Calculated values
* LUMO: -4.43 eV
* maximum force: 3.26 eV/A
* net charge: +1

Cartesian coordinates (Å):
C  -3.691  2.905  -0.992
C  -3.409  2.702  0.330
C  -2.272  3.494  0.979
C  -0.991  2.954  0.386
C  -0.408  3.613  -0.694
F  -1.024  4.700  -1.113
C  0.759  3.132  -1.293
C  1.379  3.882  -2.444
O  2.507  3.763  -2.782
O  0.547  4.779  -3.122
N  0.916  6.071  -2.631
C  0.015  6.898  -2.782
S  -1.245  7.797  -2.771
C  1.295  1.947  -0.765
I  2.996  1.001  -1.537
C  0.693  1.347  0.314
N  -0.421  1.836  0.870
P  -1.093  0.902  2.273
N  0.044  0.018  2.876
H  -3.594  2.073  -1.689
H  -3.980  3.886  -1.364
H  -3.964  1.984  0.931
H  -2.281  3.425  2.066
H  -2.384  4.545  0.702
H  1.123  0.438  0.716
H  -1.523  1.790  3.281
H  -2.171  0.116  1.847
H  -0.207  -0.964  2.828
C  6.578  -0.278  -3.915
C  6.162  -1.361  -4.885
O  5.765  -2.424  -4.007
C  5.422  -1.878  -2.816
O  4.890  -2.466  -1.932
O  5.764  -0.566  -2.768
H  6.381  0.724  -4.285
H  7.627  -0.352  -3.626
H  5.306  -1.073  -5.497
H  6.971  -1.682  -5.537
C  -3.775  1.918  6.969
C  -2.497  2.472  7.553
O  -1.720  2.727  6.372
C  -2.563  2.877  5.346
O  -2.228  3.256  4.253
O  -3.821  2.549  5.677
H  -4.655  2.169  7.556
H  -3.736  0.842  6.828
H  -2.647  3.411  8.088
H  -1.985  1.772  8.207
C  -5.830  0.196  3.926
C  -5.757  -0.919  2.905
O  -4.361  -1.249  2.918
C  -3.850  -0.869  4.112
O  -2.757  -1.149  4.492
O  -4.741  -0.123  4.803
H  -6.770  0.215  4.470
H  -5.651  1.180  3.489
H  -6.329  -1.799  3.200
H  -6.070  -0.609  1.911
C  -1.809  -3.480  -0.509
C  -0.514  -2.846  -0.051
O  -0.748  -1.454  -0.324
C  -2.084  -1.255  -0.340
O  -2.595  -0.174  -0.369
O  -2.755  -2.416  -0.311
H  -2.086  -4.354  0.073
H  -1.798  -3.745  -1.567
H  -0.340  -2.971  1.019
H  0.356  -3.206  -0.595
C  5.507  -6.657  -4.658
C  5.562  -5.314  -5.352
O  6.381  -5.590  -6.490
C  6.304  -6.922  -6.752
O  6.733  -7.442  -7.726
O  5.666  -7.571  -5.745
H  4.566  -6.832  -4.142
H  6.330  -6.798  -3.954
H  4.579  -4.982  -5.696
H  6.002  -4.539  -4.737



(2)
Below is a structure of composition C25H29InN4O3SSi at a distorted geometry, with properties calculated with ωB97M-V/def2-TZVPD.

Calculated values
* LUMO: -0.87 eV
* maximum force: 1.57 eV/A
* ΔE to the lowest compared entry with this formula, charge and spin: 0.0 kcal/mol

Cartesian coordinates (Å):
In  -10.008  -13.993  -9.590
N  -7.040  -14.753  -12.694
C  -8.222  -14.666  -12.016
S  -8.459  -15.721  -10.655
N  -9.146  -13.883  -12.548
N  -10.321  -13.901  -11.798
C  -11.395  -14.198  -12.417
C  -12.546  -14.684  -11.663
C  -13.757  -14.974  -12.293
C  -14.726  -15.598  -11.516
C  -14.436  -15.891  -10.182
C  -13.252  -15.456  -9.645
N  -12.305  -14.918  -10.382
H  -6.199  -15.086  -12.249
H  -6.937  -14.213  -13.551
H  -11.363  -14.217  -13.485
H  -13.916  -14.682  -13.306
H  -15.635  -15.902  -11.978
H  -15.129  -16.446  -9.587
H  -13.085  -15.485  -8.599
C  -12.543  -12.338  -6.873
C  -11.747  -13.004  -7.943
O  -11.212  -14.165  -7.740
O  -11.546  -12.425  -9.050
H  -11.954  -11.522  -6.511
H  -12.687  -13.008  -5.995
H  -13.500  -11.974  -7.256
C  -5.844  -11.293  -8.020
C  -6.208  -12.527  -7.175
C  -5.637  -12.355  -5.757
C  -5.547  -13.753  -7.834
Si  -8.121  -12.674  -7.181
O  -8.590  -12.855  -8.705
C  -8.837  -11.036  -6.452
C  -8.517  -10.503  -5.200
C  -8.931  -9.225  -4.809
C  -9.647  -8.423  -5.695
C  -9.990  -8.931  -6.931
C  -9.589  -10.200  -7.298
C  -8.600  -14.117  -6.013
C  -9.246  -13.869  -4.785
C  -9.520  -14.848  -3.880
C  -9.230  -16.175  -4.236
C  -8.590  -16.465  -5.433
C  -8.249  -15.445  -6.337
H  -4.742  -11.205  -8.121
H  -6.251  -10.395  -7.622
H  -6.217  -11.367  -9.038
H  -4.536  -12.244  -5.715
H  -5.846  -13.220  -5.110
H  -6.043  -11.465  -5.221
H  -4.483  -13.568  -7.882
H  -6.001  -13.927  -8.815
H  -5.710  -14.650  -7.234
H  -7.946  -11.109  -4.507
H  -8.745  -8.857  -3.808
H  -9.921  -7.419  -5.425
H  -10.497  -8.314  -7.632
H  -9.822  -10.540  -8.310
H  -9.479  -12.835  -4.512
H  -9.993  -14.620  -2.942
H  -9.477  -16.991  -3.578
H  -8.311  -17.508  -5.571
H  -7.727  -15.648  -7.255



(3)
Below is a structure of composition C25H29IrN2O3P2S4 at a distorted geometry, with properties calculated with ωB97M-V/def2-TZVPD.

Calculated values
* LUMO (spin up / spin down): 2.07 / 1.75 eV
* <S²>: 0.78
* maximum force: 1.97 eV/A
* 2S+1: 2
* ΔE to the lowest compared entry with this formula, charge and spin: 67.6 kcal/mol
* net charge: -1

Cartesian coordinates (Å):
Ir  0.831  0.752  0.509
C  2.802  5.097  2.769
C  2.316  3.683  3.011
O  2.793  2.857  1.942
P  2.913  1.258  2.185
S  1.297  0.580  3.124
S  3.469  0.477  0.446
O  4.094  1.140  3.290
C  5.480  1.199  2.954
C  5.959  2.627  2.756
H  2.455  5.748  3.571
H  2.415  5.465  1.818
H  3.892  5.124  2.734
H  1.225  3.646  3.021
H  2.684  3.301  3.967
H  5.660  0.611  2.051
H  5.995  0.728  3.791
H  5.470  3.068  1.887
H  7.038  2.637  2.594
H  5.727  3.228  3.636
C  0.637  -0.454  -3.984
C  0.748  -0.480  -2.478
N  0.631  -1.671  -1.887
O  0.984  0.561  -1.860
H  0.266  -1.395  -4.386
H  1.621  -0.243  -4.402
H  -0.027  0.358  -4.275
H  0.339  -2.489  -2.390
H  0.579  -1.687  -0.874
S  -1.852  -3.710  2.149
P  -1.651  -3.012  0.315
S  -1.097  -0.566  0.629
C  -3.333  -2.716  -0.398
C  -3.727  -1.533  -1.011
C  -5.023  -1.400  -1.498
C  -5.924  -2.446  -1.390
C  -5.528  -3.638  -0.796
C  -4.241  -3.771  -0.301
C  -1.153  -4.385  -0.801
C  -1.209  -4.175  -2.183
C  -0.629  -5.079  -3.059
C  0.031  -6.198  -2.566
C  0.082  -6.414  -1.195
C  -0.492  -5.509  -0.315
H  -3.027  -0.712  -1.087
H  -5.332  -0.468  -1.955
H  -6.938  -2.334  -1.755
H  -6.227  -4.462  -0.709
H  -3.931  -4.692  0.178
H  -1.735  -3.302  -2.557
H  -0.687  -4.909  -4.128
H  0.507  -6.891  -3.248
H  0.584  -7.295  -0.813
H  -0.453  -5.669  0.755
N  -3.422  6.891  -0.068
C  -2.768  5.946  0.011
C  -1.941  4.789  0.116
C  -1.852  4.094  1.325
C  -1.020  2.994  1.426
C  -0.248  2.555  0.346
C  -0.368  3.250  -0.858
C  -1.196  4.350  -0.981
H  -2.442  4.424  2.171
H  -0.978  2.460  2.367
H  0.205  2.924  -1.719
H  -1.276  4.882  -1.920



(4)
Below is a structure of composition C25H29KN6O7SSi2, with properties calculated with ωB97M-V/def2-TZVPD.

Calculated values
* LUMO (spin up / spin down): 3.72 / 3.72 eV
* maximum force: 0.16 eV/A
* ΔE to the lowest compared entry with this formula, charge and spin: 0.0 kcal/mol
* net charge: -2

Cartesian coordinates (Å):
K  -0.757  0.030  0.993
C  2.460  3.749  1.738
Si  2.332  2.361  0.462
C  3.668  2.629  -0.846
C  2.773  0.776  1.356
N  0.767  2.201  -0.217
C  0.078  3.056  -0.941
C  0.526  4.386  -1.252
C  -0.227  5.284  -1.957
C  -1.510  4.920  -2.425
C  -1.989  3.661  -2.194
C  -1.246  2.652  -1.488
N  -1.668  1.420  -1.317
Si  -3.134  0.670  -1.788
C  -3.045  -1.133  -1.290
C  -4.634  1.421  -0.938
C  -3.395  0.699  -3.663
H  3.449  3.743  2.206
H  1.717  3.604  2.525
H  2.294  4.737  1.305
H  4.658  2.662  -0.379
H  3.526  3.552  -1.411
H  3.659  1.796  -1.554
H  3.750  0.868  1.840
H  2.829  -0.068  0.664
H  2.054  0.513  2.136
H  1.501  4.682  -0.884
H  0.156  6.281  -2.148
H  -2.113  5.639  -2.967
H  -2.973  3.389  -2.558
H  -3.062  -1.254  -0.202
H  -2.133  -1.601  -1.669
H  -3.903  -1.685  -1.686
H  -4.526  1.307  0.143
H  -5.551  0.905  -1.238
H  -4.751  2.485  -1.158
H  -2.545  0.231  -4.167
H  -3.503  1.709  -4.061
H  -4.293  0.131  -3.927
O  -1.362  -4.172  8.358
N  -1.982  -3.300  7.751
O  -2.897  -2.669  8.267
C  -1.631  -3.011  6.381
C  -0.601  -3.716  5.811
C  -0.262  -3.448  4.483
C  -0.864  -2.377  3.695
O  -0.362  -1.987  2.630
C  -2.041  -1.759  4.340
C  -2.363  -2.048  5.668
N  -2.848  -0.832  3.688
O  -2.767  -0.627  2.424
O  -3.741  -0.237  4.363
N  0.802  -4.230  3.945
O  0.941  -4.326  2.728
O  1.537  -4.847  4.727
H  -0.061  -4.468  6.361
H  -3.186  -1.527  6.123
S  2.429  -0.851  -2.964
C  1.018  -0.433  -2.027
N  0.808  -1.147  -0.984
C  1.789  -2.118  -0.834
C  1.849  -3.014  0.233
C  2.897  -3.911  0.270
C  3.875  -3.919  -0.734
C  3.828  -3.028  -1.791
C  2.772  -2.122  -1.831
H  0.374  0.393  -2.305
H  1.100  -2.988  1.019
H  2.953  -4.603  1.100
H  4.690  -4.631  -0.680
H  4.594  -3.032  -2.556



(5)
Below is the ion C25H29N2O with charge +1, with properties calculated with ωB97M-V/def2-TZVPD.

Calculated values
* LUMO: -2.06 eV
* SMILES: c1ccc(OCCN2CC[NH+](C(c3ccccc3)c3ccccc3)CC2)cc1
* maximum force: 0.85 eV/A
* ΔE to the lowest compared entry with this formula, charge and spin: 0.0 kcal/mol
* net charge: +1

Cartesian coordinates (Å):
C  -1.427  -0.878  2.785
C  -1.933  0.380  3.082
C  -1.111  1.488  3.047
C  0.240  1.358  2.717
C  0.735  0.102  2.375
C  -0.097  -1.008  2.431
H  0.312  -1.982  2.204
H  1.775  -0.031  2.117
O  0.969  2.508  2.754
C  2.378  2.438  2.765
C  2.997  2.576  1.359
N  2.243  1.799  0.386
C  1.264  2.603  -0.327
C  0.579  1.741  -1.392
N  0.660  0.321  -0.990
H  0.389  0.265  0.008
C  2.073  -0.123  -1.067
C  3.003  0.988  -0.540
H  3.846  0.531  -0.022
H  3.408  1.580  -1.377
H  2.313  -0.355  -2.106
H  2.175  -1.034  -0.477
C  -0.263  -0.539  -1.805
C  -1.706  -0.112  -1.660
C  -2.555  -0.301  -2.745
C  -3.897  0.017  -2.652
C  -4.408  0.533  -1.472
C  -3.569  0.725  -0.389
C  -2.225  0.402  -0.477
H  -1.603  0.560  0.393
H  -3.955  1.126  0.536
H  -5.454  0.782  -1.397
H  -4.544  -0.137  -3.501
H  -2.162  -0.708  -3.666
C  -0.097  -2.006  -1.460
C  -0.762  -2.563  -0.375
C  -0.612  -3.906  -0.080
C  0.196  -4.708  -0.868
C  0.847  -4.163  -1.963
C  0.700  -2.820  -2.259
H  1.198  -2.410  -3.126
H  1.464  -4.785  -2.592
H  0.308  -5.756  -0.639
H  -1.136  -4.329  0.764
H  -1.416  -1.952  0.228
H  0.042  -0.394  -2.849
H  1.071  1.837  -2.362
H  -0.466  2.029  -1.506
H  0.539  2.970  0.402
H  1.725  3.478  -0.815
H  3.016  3.634  1.073
H  4.028  2.224  1.407
H  2.707  1.511  3.243
H  2.712  3.279  3.380
H  -1.483  2.468  3.302
H  -2.969  0.492  3.361
H  -2.065  -1.747  2.839



(6)
Below is a cluster of 2 separate species, C25H29N2O in total at a distorted geometry, with properties calculated with ωB97M-V/def2-TZVPD.

Calculated values
* LUMO: -3.14 eV
* maximum force: 2.44 eV/A
* ΔE to the lowest compared entry with this formula, charge and spin: 41.8 kcal/mol
* net charge: +1

Cartesian coordinates (Å):
C  3.622  2.690  2.033
C  2.404  1.740  2.212
C  2.816  0.251  2.084
C  1.431  2.061  3.368
C  0.486  1.097  3.810
C  -0.559  1.486  4.661
C  -0.709  2.820  5.027
C  0.223  3.765  4.594
C  1.288  3.399  3.770
H  3.264  3.688  1.726
H  4.239  2.763  2.935
H  4.296  2.348  1.226
H  2.060  -0.432  2.474
H  3.002  0.076  1.015
H  3.770  0.001  2.572
H  0.638  0.030  3.597
H  -1.228  0.708  5.022
H  -1.492  3.077  5.735
H  0.125  4.782  4.929
H  2.096  4.108  3.537
C  0.529  0.876  -2.994
N  0.727  -0.456  -2.450
C  -0.153  -1.201  -1.701
H  1.791  2.040  1.368
C  -1.515  -0.789  -1.278
C  -1.670  0.019  -0.130
C  -2.917  0.501  0.236
C  -4.090  0.117  -0.488
O  -5.314  0.574  -0.083
C  -6.506  0.145  -0.809
C  -3.934  -0.720  -1.617
C  -2.673  -1.158  -1.998
N  0.560  -2.283  -1.279
C  0.177  -3.247  -0.253
C  1.696  -2.436  -2.099
C  1.807  -1.267  -2.841
C  2.444  -1.258  -4.095
C  2.423  -2.506  -4.743
C  2.305  -3.697  -3.989
C  2.196  -3.649  -2.591
H  0.971  0.957  -4.001
H  -0.535  1.134  -3.002
H  1.078  1.612  -2.386
H  -0.769  0.244  0.450
H  -2.997  1.170  1.090
H  -7.339  0.614  -0.264
H  -6.481  0.486  -1.857
H  -6.606  -0.953  -0.801
H  -4.818  -1.002  -2.190
H  -2.599  -1.797  -2.875
H  0.536  -4.260  -0.495
H  0.671  -2.987  0.701
H  -0.910  -3.238  -0.102
H  2.870  -0.339  -4.517
H  2.527  -2.571  -5.831
H  2.329  -4.660  -4.510
H  2.413  -4.472  -1.898



(7)
Below is the molecule C25H29N3O2, with properties calculated with ωB97M-V/def2-TZVPD.

Calculated values
* LUMO: -0.26 eV
* SMILES: CCOC(=O)C1(CCc2ccccc2)CCN(Cc2cccc3nccnc23)CC1
* maximum force: 0.65 eV/A
* ΔE to the lowest compared entry with this formula, charge and spin: 17.6 kcal/mol

Cartesian coordinates (Å):
C  -3.386  -3.023  -2.243
C  -1.928  -3.349  -1.947
H  -1.369  -3.522  -2.869
H  -1.864  -4.230  -1.300
O  -1.263  -2.258  -1.310
C  -1.422  -2.140  0.011
O  -2.080  -2.905  0.669
C  -0.719  -0.916  0.591
C  -0.155  -1.302  1.969
C  1.053  -2.237  1.829
N  2.115  -1.706  0.998
C  1.594  -1.387  -0.318
C  0.415  -0.406  -0.303
H  0.064  -0.270  -1.325
H  0.758  0.560  0.075
H  2.406  -0.977  -0.923
H  1.277  -2.329  -0.775
C  2.836  -0.606  1.632
C  4.000  -0.178  0.786
C  5.069  -1.011  0.568
C  6.154  -0.622  -0.232
C  6.184  0.610  -0.823
C  5.106  1.496  -0.633
N  5.128  2.711  -1.222
C  4.101  3.492  -1.029
C  3.001  3.098  -0.240
N  2.953  1.935  0.350
C  4.000  1.100  0.174
H  2.153  3.754  -0.093
H  4.131  4.463  -1.505
H  7.007  0.934  -1.440
H  6.974  -1.311  -0.375
H  5.064  -1.992  1.019
H  2.208  0.274  1.824
H  3.209  -0.984  2.589
H  1.462  -2.463  2.817
H  0.726  -3.178  1.376
H  -0.932  -1.806  2.546
H  0.136  -0.397  2.504
C  -1.812  0.157  0.794
H  -2.568  -0.250  1.470
H  -1.360  1.023  1.284
C  -2.500  0.621  -0.495
C  -3.575  1.615  -0.163
C  -4.857  1.187  0.159
C  -5.841  2.097  0.500
C  -5.554  3.452  0.526
C  -4.279  3.889  0.210
C  -3.298  2.976  -0.130
H  -2.304  3.321  -0.378
H  -4.050  4.945  0.229
H  -6.322  4.164  0.791
H  -6.834  1.750  0.746
H  -5.084  0.130  0.140
H  -2.938  -0.238  -1.005
H  -1.766  1.080  -1.159
H  -3.926  -2.867  -1.312
H  -3.842  -3.851  -2.777
H  -3.457  -2.125  -2.853



Sequential calculated total energy output: -96602.8899 -62388.9096 -100280.5014 -92582.6596 -31417.4402 -31415.6258 -34961.9222 eV